159
Properties=species:S:1:pos:R:3:forces:R:3 method="wB97M-V/def2-TZVPD" e_tot_ev=-120559.13975 gap_ev=9.44 charge=0 smiles="CCOC(=O)C(F)(F)F.CCOC(=O)C(F)(F)F.CCOC(=O)C(F)(F)F.COCCOCCOC.COCCOCCOC.COCCOCCOC.O=C1CCCO1.O=C1CCCO1.O=C1CCCO1.O=C1CCCO1" homo_energy_ev=-9.1
F -15.26869 -22.50484 -7.27857 -0.446 0.000 -0.470
F -25.07924 -13.32762 -11.29680 0.022 -0.287 -0.066
F -27.00986 -12.44466 -11.72197 -0.691 -0.274 -0.482
F -25.21327 -11.26761 -11.92138 -0.337 -0.255 0.560
F -16.68383 -14.86252 -2.51997 0.380 0.064 0.592
F -15.28670 -22.81735 -9.42225 -0.507 0.541 0.209
F -16.90216 -23.59339 -8.21859 -0.014 0.103 0.007
F -18.36512 -13.57796 -2.03864 -0.370 0.453 0.975
F -18.62408 -15.33618 -3.26465 -0.178 0.341 -0.148
O -19.12392 -16.11741 -14.98902 0.547 -0.037 0.482
O -22.73817 -14.84629 -6.13341 1.507 1.391 0.058
O -15.39116 -16.90935 -11.62483 -0.120 -2.279 0.458
O -20.86766 -18.53952 -16.23076 0.736 -1.598 -0.393
O -18.05787 -12.32196 -4.22046 0.012 -0.057 -0.418
O -17.47050 -16.79703 -9.29960 -1.076 0.376 0.181
O -20.27947 -9.01780 -7.19506 -1.439 -0.237 0.320
O -18.39860 -17.28608 -6.25251 2.873 -0.535 0.787
O -26.50153 -12.79118 -9.00843 -0.067 -0.221 0.906
O -16.27367 -20.15319 -8.26928 0.311 0.296 0.109
O -19.59912 -16.09694 -9.13132 -1.118 -0.603 -0.439
O -15.45944 -9.69556 -8.57842 -0.676 1.013 -1.090
O -25.72631 -10.65303 -9.34470 -0.124 -1.925 -1.042
O -19.25909 -13.94075 -13.24650 -0.402 0.341 -0.379
O -21.89393 -10.85295 -9.21994 -0.813 0.137 -0.522
O -18.13343 -21.33604 -8.66247 -0.173 -0.404 -0.248
O -17.13550 -11.14940 -8.42329 2.494 -0.084 0.310
O -21.08156 -7.24825 -5.01564 0.352 0.937 -0.614
O -23.31403 -15.36754 -3.35924 -1.917 1.479 0.548
O -16.61580 -13.95790 -4.98693 -0.480 0.740 -0.487
O -23.61132 -11.77722 -6.19579 0.132 0.228 -0.565
O -15.38057 -14.73758 -11.57148 0.689 -0.782 1.720
O -20.35785 -18.18024 -6.01397 -4.519 -0.199 -1.165
C -15.92955 -10.92325 -8.28381 -3.712 1.231 -0.215
C -21.69187 -8.68866 -6.95611 1.663 1.853 -0.304
C -14.39995 -17.54046 -9.56332 0.365 -1.300 1.034
C -23.12494 -12.68185 -7.18118 1.075 -0.575 -0.660
C -19.11008 -19.52873 -10.06718 1.396 -0.224 1.791
C -16.85630 -21.18281 -8.43918 0.477 -0.334 -0.279
C -19.82651 -17.75102 -16.68348 0.738 0.470 -2.696
C -25.82703 -12.23318 -11.19258 0.888 0.970 0.494
C -15.19221 -18.08849 -10.74753 0.546 -0.182 -0.473
C -22.44252 -10.07683 -10.22585 -0.630 1.550 -0.934
C -20.28978 -15.00781 -8.49511 -1.094 0.449 -0.208
C -19.22935 -18.21259 -5.76623 2.953 0.575 1.537
C -18.83225 -17.33540 -15.65129 1.028 -0.264 1.809
C -17.93344 -11.39645 -5.35459 -1.758 -0.716 -1.740
C -21.23955 -6.76691 -3.67322 0.185 -2.861 -0.294
C -14.60183 -16.04879 -9.65657 -1.128 0.922 2.750
C -14.03256 -9.71343 -8.67322 0.397 0.037 0.150
C -14.83745 -11.69590 -7.71905 0.929 -1.429 0.179
C -22.78624 -15.04599 -2.09898 0.808 -0.550 -0.063
C -21.83517 -17.85221 -15.56057 -1.881 0.596 -0.700
C -15.13454 -15.77695 -10.96475 -1.287 1.376 -3.845
C -18.11485 -15.91457 -13.97812 -0.058 -0.259 0.129
C -20.04503 -9.29987 -8.58068 0.311 -0.864 1.772
C -18.98940 -20.14689 -8.65124 -0.560 -0.117 -0.404
C -17.00497 -17.55640 -5.67576 -0.726 1.884 1.288
C -18.69145 -15.14057 -12.82118 0.729 0.391 0.971
C -16.72156 -10.51393 -5.16341 -0.681 -0.211 -0.452
C -22.44909 -16.06704 -4.14839 1.018 -1.784 -0.365
C -26.60188 -8.95807 -8.07225 -2.198 0.251 0.622
C -16.07803 -22.55828 -8.36514 0.290 -0.009 0.479
C -26.03962 -11.91982 -9.66642 0.346 1.186 -1.176
C -13.74018 -10.64132 -7.53280 1.758 -1.771 0.528
C -18.53939 -19.18724 -4.85240 0.636 -0.265 -0.152
C -25.85246 -10.25312 -7.97460 0.779 -0.610 0.824
C -18.33112 -16.07553 -8.83243 1.952 0.607 1.657
C -22.99825 -16.07541 -5.56098 -0.766 -1.472 -0.300
C -22.81722 -11.95810 -5.03871 0.250 0.314 0.914
C -19.49067 -14.50470 -7.31679 0.686 -1.455 0.493
C -17.24248 -18.49412 -4.41083 0.265 0.144 -3.264
C -20.54588 -10.65747 -9.04225 2.680 -0.183 -0.904
C -20.17806 -13.38839 -12.35167 -0.063 0.343 0.510
C -18.10656 -14.91697 -7.82584 -1.050 0.236 -1.666
C -21.89902 -8.29623 -5.48260 -0.180 0.112 0.713
C -23.61906 -14.11038 -6.90549 -1.139 0.281 -1.303
C -17.43532 -13.48022 -4.24808 0.142 -0.390 1.048
C -17.80341 -14.30044 -2.96110 0.245 -0.744 -1.579
H -23.35080 -10.49873 -10.58916 -0.673 -0.661 0.002
H -20.29964 -12.33930 -12.69631 -0.801 -0.819 0.039
H -21.83463 -9.91593 -11.12429 0.535 -0.383 0.232
H -18.35825 -18.77054 -10.22250 0.667 -0.225 -0.277
H -22.93840 -8.08615 -5.22442 -0.529 0.435 -0.768
H -13.33826 -17.75252 -9.61940 0.256 -0.133 -0.355
H -19.90047 -10.85798 -9.97842 -1.176 -0.046 0.850
H -20.31057 -11.41790 -8.32841 0.779 -0.406 0.625
H -22.26392 -17.12430 -3.73311 -0.239 1.165 -0.647
H -22.61148 -16.90760 -6.20919 -0.021 0.635 0.735
H -21.08297 -14.05462 -12.24741 0.422 0.998 -0.380
H -19.99756 -18.99374 -10.27682 -1.372 0.141 0.267
H -16.85784 -9.98037 -4.26108 -0.112 0.598 1.194
H -13.77460 -10.14630 -9.65046 0.199 0.337 0.188
H -14.72886 -18.11100 -8.63850 0.133 1.238 -0.860
H -21.80508 -14.51214 -2.23791 -0.625 -0.487 0.348
H -19.79907 -13.25355 -11.31636 0.319 -0.342 -0.251
H -16.57539 -16.53812 -5.40400 -0.739 -1.226 -0.246
H -15.85445 -11.15482 -5.02294 0.316 0.263 -0.429
H -17.91758 -12.04786 -6.29537 0.339 1.030 1.196
H -26.01310 -8.37719 -8.73853 0.210 0.878 -0.692
H -19.39004 -15.73584 -12.19202 0.035 0.080 -0.635
H -27.68101 -9.03979 -8.49131 1.898 -0.237 0.525
H -12.71285 -11.14330 -7.50121 -1.283 1.006 -0.096
H -23.45807 -14.39393 -1.50915 0.135 -0.562 -0.527
H -20.25413 -16.84394 -17.24533 0.712 -1.009 0.620
H -22.34973 -9.47625 -7.22482 -0.493 -1.256 0.166
H -22.64254 -16.04993 -1.63873 0.282 0.879 0.612
H -18.96571 -9.18416 -8.72706 -0.227 -0.381 -0.044
H -22.29449 -6.76469 -3.36989 0.125 0.012 0.031
H -16.38570 -19.13518 -4.29254 0.226 -0.443 -0.042
H -21.42741 -17.35957 -14.71808 0.314 1.107 0.881
H -22.35164 -17.15716 -16.29006 0.337 -0.274 1.004
H -22.72726 -9.05964 -9.91239 0.193 -0.095 0.330
H -21.76041 -9.12588 -4.81260 0.646 -1.152 -0.012
H -15.42162 -15.67325 -8.98083 0.814 -0.457 -0.352
H -26.72021 -8.38442 -7.13917 0.324 -0.463 -0.123
H -18.83433 -18.11485 -14.85857 -0.121 -0.100 -0.392
H -22.00768 -12.54467 -7.15993 -0.771 -0.634 -0.327
H -20.84840 -5.78635 -3.67327 0.436 1.023 0.150
H -20.36193 -14.23077 -9.23145 0.192 0.624 -0.566
H -17.75848 -14.14889 -8.49154 0.521 0.799 -0.314
H -15.13147 -12.26972 -6.84123 -0.091 0.174 0.062
H -21.94956 -7.89822 -7.72752 0.201 -0.160 1.202
H -24.59328 -13.84044 -6.43428 0.245 -0.996 0.074
H -17.19311 -15.41726 -14.41747 -1.043 -0.583 0.480
H -26.22613 -11.08081 -7.35272 -0.472 0.436 -0.386
H -23.83615 -14.61408 -7.90502 0.213 0.360 1.075
H -21.51122 -15.52640 -4.14733 0.795 -0.092 -0.203
H -24.79934 -10.16782 -7.64298 -0.550 0.506 0.055
H -24.07166 -16.21798 -5.46597 -0.379 -0.149 -0.014
H -17.38492 -15.08296 -7.09646 1.241 -0.512 1.104
H -17.85456 -14.85958 -12.15226 -0.044 -0.476 -0.065
H -21.71630 -11.84360 -5.27695 -0.978 0.544 0.358
H -14.59226 -12.45810 -8.47252 0.322 0.119 0.033
H -19.03304 -20.40175 -10.67697 0.132 -0.223 -1.021
H -22.88567 -12.98181 -4.70279 -0.187 -0.436 0.268
H -19.12317 -19.32628 -3.95061 -0.576 -0.731 -0.368
H -14.67551 -18.93697 -11.29937 -0.611 1.340 0.403
H -16.13727 -18.45187 -10.33828 -0.113 0.250 -0.634
H -22.56160 -18.55998 -15.17422 -0.197 -0.184 -0.160
H -17.34847 -17.95564 -3.50467 -0.393 0.740 0.692
H -18.94892 -10.85293 -5.39993 1.748 -0.585 0.277
H -17.75599 -17.30305 -15.93844 -0.688 -0.045 -0.704
H -19.63187 -13.44077 -7.15964 0.093 0.126 -0.104
H -18.70235 -19.58353 -7.78307 0.527 0.930 -0.259
H -16.35376 -17.95942 -6.43794 -0.261 -0.486 -0.329
H -18.44697 -20.07740 -5.54893 0.233 0.473 1.420
H -23.43762 -12.50015 -8.24035 -0.133 0.773 1.184
H -20.62987 -7.44776 -2.97740 -0.917 0.989 -0.666
H -19.67350 -15.03465 -6.35959 -0.313 0.204 -0.629
H -13.91895 -10.08004 -6.61367 0.172 -0.202 0.120
H -21.31904 -15.27810 -8.32711 -0.164 -0.594 0.448
H -19.92826 -20.56190 -8.36094 -0.775 -0.442 0.008
H -13.76090 -15.40264 -9.48164 0.599 0.011 0.173
H -16.65938 -9.72559 -5.93126 0.248 -0.700 -0.022
H -13.59801 -8.70243 -8.52239 -0.601 -0.612 -0.344
H -20.53848 -8.56235 -9.12302 -0.802 1.593 -1.356
H -23.21470 -11.31721 -4.19433 0.704 -0.368 -1.196
H -19.26709 -18.41848 -17.42178 -0.711 0.993 0.735
H -17.84184 -16.89235 -13.48700 0.130 0.680 -0.781